Formula: C6H14N3
Source: the Open Molecules 2025 dataset
Level of theory: the ωB97M-V functional and the def2-TZVPD basis

Geometry as XYZ:
```
23
Properties=species:S:1:pos:R:3:forces:R:3
C 2.59351 0.07439 -0.51619 0.2 2.4 -0.9
C 2.21163 -1.16098 -0.27143 2.3 -1.3 -0.8
C 1.81239 1.21190 -0.23271 -1.8 3.0 -4.0
C -2.90562 0.32579 0.63915 -0.6 -1.1 1.6
C -2.14256 0.15625 -0.64230 -0.4 2.0 -0.7
C -0.98014 -0.77187 -0.57876 0.3 0.3 -0.8
N 0.02389 -0.44345 0.34694 -0.1 0.5 1.6
N 1.61289 1.96386 0.82864 -0.6 1.5 3.2
N 0.98192 -1.48010 0.43890 1.0 -0.2 0.0
H 3.44334 0.44524 -1.14204 -0.3 -1.7 0.1
H 2.92550 -1.97600 -0.36135 -0.6 -0.3 -0.1
H 1.28277 1.75589 -1.11719 1.6 -1.1 0.9
H -3.82640 0.89413 0.47351 0.8 1.1 0.3
H -3.47717 -0.57941 0.92147 0.9 -0.4 0.0
H -2.22200 0.56816 1.53823 -1.4 0.2 -1.5
H -1.90080 1.17933 -1.03980 0.5 -0.8 0.5
H -2.77426 -0.20304 -1.44874 -0.3 -0.4 0.0
H -1.33141 -1.70456 -0.21555 -0.7 -1.6 -0.1
H -0.57673 -0.87386 -1.59361 0.3 -0.4 0.0
H 2.08669 1.72408 1.69468 -0.3 0.4 -0.2
H 1.07525 2.87248 0.82187 1.0 -1.9 -0.2
H 0.64871 -2.38436 0.11013 -0.2 -0.3 0.0
H 1.43861 -1.59385 1.34616 -1.4 0.1 1.0
```
Forces are in eV/Å.

## Properties
**Energy above the lowest of the compared OMol25 structures with the same formula, charge and spin**: 63.3 kcal per mole
**LUMO (spin up / spin down)**: -3.108 / -5.559 eV
**Electronic energy**: -400.79473 Ha
**Spin multiplicity**: 3
**Total charge**: +1
**Maximum force**: 5.3 eV/A